C41H48Cl2NOP3SW | ωB97M-V/def2-TZVPD

The calculation puts the energy relative to the best compared isomer or geometry (same formula, charge and spin) at 13.5 kcal per mole. For the HOMO energy (spin up / spin down), the calculation gives -12.17 / -12.44 eV. Its total charge is +2. Its orbital gap (spin up / spin down) is 6.60 / 5.90 eV. Its expectation value of S² is 2.0271. Its multiplicity is 3. The LUMO energy (spin up / spin down) comes out at -5.57 / -6.55 eV.

Last column: Mulliken charge in e.
Atoms and positions in Å:
1 P 4.486 3.164 0.112  0.64
2 C 4.719 4.748 -0.792  0.33
3 C 5.052 5.959 -0.166  0.24
4 H 5.020 6.043 0.920  0.28
5 C 5.462 7.059 -0.928  -0.73
6 H 5.762 7.976 -0.419  0.43
7 C 5.492 6.979 -2.321  -0.51
8 H 5.835 7.830 -2.910  0.40
9 C 5.074 5.803 -2.955  -0.70
10 H 5.065 5.741 -4.044  0.41
11 C 4.679 4.697 -2.200  -0.31
12 H 4.361 3.775 -2.695  0.37
13 C 4.521 3.793 1.837  0.32
14 C 3.335 4.369 2.333  -0.84
15 H 2.414 4.292 1.748  0.40
16 C 3.342 5.066 3.541  -0.54
17 H 2.415 5.513 3.906  0.47
18 C 4.527 5.203 4.272  -0.71
19 H 4.539 5.780 5.197  0.43
20 C 5.695 4.598 3.808  -0.71
21 H 6.624 4.680 4.373  0.45
22 C 5.693 3.885 2.605  0.05
23 H 6.616 3.426 2.252  0.29
24 C 6.201 2.523 0.008  0.01
25 C 7.297 3.308 -0.384  -0.12
26 H 7.140 4.302 -0.803  0.22
27 C 8.601 2.834 -0.211  -0.71
28 H 9.439 3.480 -0.477  0.44
29 C 8.821 1.552 0.294  -0.56
30 H 9.839 1.190 0.436  0.40
31 C 7.730 0.736 0.611  -0.74
32 H 7.892 -0.278 0.978  0.41
33 C 6.425 1.214 0.474  -0.01
34 H 5.573 0.577 0.729  0.34
35 W 0.377 0.331 -0.103  -0.50
36 C 0.519 -0.630 1.786  -1.16
37 C 1.303 -0.118 2.764  0.57
38 H -0.085 -1.522 1.996  0.12
39 C 2.182 1.054 2.384  1.16
40 O 3.558 0.683 2.658  -0.61
41 H 4.160 1.407 2.357  0.07
42 C 1.913 1.359 0.943  -0.75
43 H 1.921 1.935 3.002  0.07
44 C 2.366 1.601 -0.248  -0.33
45 Cl -1.820 -0.717 0.148  -0.48
46 Cl 0.093 1.372 -2.239  -0.43
47 P -1.293 2.142 0.492  1.07
48 C -2.831 2.176 -0.474  -1.21
49 H -3.546 1.441 -0.083  0.40
50 H -2.620 1.933 -1.521  0.28
51 H -3.271 3.180 -0.422  0.48
52 C -1.788 2.103 2.236  -1.15
53 H -0.901 2.118 2.881  0.14
54 H -2.355 1.190 2.455  0.30
55 H -2.406 2.986 2.454  0.51
56 C -0.585 3.784 0.232  -0.95
57 H -0.305 3.903 -0.820  0.37
58 H 0.304 3.919 0.858  0.02
59 H -1.349 4.525 0.507  0.54
60 P 1.370 -0.829 4.441  1.54
61 C -0.160 -1.695 4.763  -1.22
62 C 1.560 0.529 5.598  -1.30
63 H -0.277 -2.537 4.069  0.44
64 H -1.016 -1.012 4.658  0.38
65 H -0.125 -2.073 5.794  0.42
66 H 2.385 1.179 5.280  0.32
67 H 1.784 0.101 6.585  0.48
68 H 0.627 1.106 5.652  0.41
69 C 2.789 -1.909 4.547  -1.31
70 H 2.539 -2.888 4.118  0.40
71 H 3.063 -2.027 5.604  0.45
72 H 3.616 -1.451 3.990  0.33
73 H 2.743 2.267 -1.031  0.88
74 N 0.978 -1.345 -0.947  0.20
75 S 0.604 -1.992 -2.496  0.09
76 C 0.965 -3.753 -2.321  0.50
77 C 1.223 -4.402 -1.108  -0.05
78 C 1.319 -5.803 -1.087  -0.73
79 C 1.171 -6.542 -2.263  -0.48
80 C 0.967 -5.884 -3.484  -0.64
81 C 0.882 -4.493 -3.515  -0.42
82 C -1.192 -2.146 -2.611  0.53
83 C -1.878 -1.302 -3.493  -0.36
84 C -3.254 -1.435 -3.653  -0.68
85 C -3.942 -2.448 -2.980  -0.46
86 C -3.257 -3.291 -2.100  -0.61
87 C -1.885 -3.129 -1.907  -0.20
88 H 1.650 -1.941 -0.464  0.36
89 H 1.314 -3.841 -0.179  0.34
90 H 1.500 -6.311 -0.140  0.39
91 H 1.210 -7.633 -2.234  0.40
92 H 0.866 -6.452 -4.410  0.40
93 H 0.714 -3.964 -4.454  0.42
94 H -1.306 -0.553 -4.043  0.41
95 H -3.789 -0.751 -4.315  0.44
96 H -5.015 -2.582 -3.134  0.41
97 H -3.784 -4.076 -1.556  0.42
98 H -1.338 -3.777 -1.222  0.43

Atoms 1-3, force components in eV/Å:
2.1 1.2 0.3
-0.4 0.4 -0.5
0.1 -0.1 -0.2


C41H48IN8O5ReS | ωB97M-V/def2-TZVPD

The calculation puts the energy relative to the best compared isomer or geometry (same formula, charge and spin) at 5.6 kcal per mole. For the HOMO energy (spin up / spin down), the calculation gives -15.98 / -15.98 eV. Its total charge is +3. Its orbital gap (spin up / spin down) is 7.77 / 6.26 eV. Its expectation value of S² is 3.7712. Its multiplicity is 4. The LUMO energy (spin up / spin down) comes out at -8.21 / -9.72 eV.

Last column: Mulliken charge in e.
Atoms and positions in Å:
1 Re 0.909 -0.172 0.769  1.24
2 O 4.751 5.736 -2.230  -0.61
3 N 5.452 4.843 -1.802  1.05
4 O 6.658 4.811 -1.844  -0.59
5 C 4.781 3.680 -1.142  -1.06
6 C 5.611 2.765 -0.596  -0.46
7 C 5.112 1.615 0.083  1.38
8 C 5.971 0.662 0.655  -0.76
9 C 5.420 -0.412 1.311  -1.23
10 C 4.034 -0.528 1.363  -0.42
11 N 3.200 0.352 0.822  0.82
12 C 3.729 1.424 0.191  -1.11
13 C 2.848 2.387 -0.397  -0.51
14 N 1.537 2.134 -0.281  0.92
15 C 0.660 2.939 -0.844  -0.80
16 C 1.046 4.075 -1.552  -1.81
17 C 2.383 4.376 -1.660  -0.74
18 C 3.347 3.522 -1.078  1.13
19 H 6.680 2.911 -0.670  0.67
20 H 7.043 0.785 0.571  0.57
21 H 6.036 -1.163 1.785  0.53
22 H 3.590 -1.384 1.857  0.45
23 H -0.387 2.672 -0.737  1.23
24 H 0.303 4.705 -2.021  0.59
25 H 2.700 5.256 -2.191  0.68
26 C -5.949 -1.992 0.527  -1.54
27 C -4.886 -2.907 1.167  1.66
28 C -4.778 -4.214 0.358  -1.52
29 C -5.321 -3.251 2.594  -2.15
30 C -3.559 -2.193 1.128  0.50
31 C -2.840 -1.845 2.273  -0.63
32 C -1.622 -1.218 2.160  -1.41
33 N -1.068 -0.906 0.981  0.97
34 C -1.767 -1.178 -0.148  0.03
35 C -2.984 -1.818 -0.092  -0.60
36 C -1.123 -0.736 -1.394  -0.35
37 C -1.680 -0.906 -2.643  -0.35
38 C -1.012 -0.496 -3.802  0.08
39 C 0.242 0.083 -3.610  -0.60
40 C 0.745 0.245 -2.337  -1.17
41 N 0.084 -0.139 -1.234  0.79
42 C -1.637 -0.696 -5.163  1.61
43 C -0.775 -0.114 -6.286  -2.15
44 C -3.015 -0.010 -5.183  -1.52
45 C -1.805 -2.209 -5.399  -1.49
46 H -6.919 -2.485 0.579  0.46
47 H -5.738 -1.785 -0.524  0.34
48 H -6.022 -1.043 1.061  0.37
49 H -5.729 -4.743 0.415  0.46
50 H -4.006 -4.865 0.771  0.38
51 H -4.562 -4.035 -0.697  0.33
52 H -6.280 -3.764 2.556  0.47
53 H -5.457 -2.356 3.204  0.41
54 H -4.610 -3.923 3.078  0.42
55 H -3.218 -2.075 3.258  0.66
56 H -1.071 -0.953 3.049  0.46
57 H -3.506 -2.038 -1.012  0.63
58 H -2.650 -1.372 -2.730  0.64
59 H 0.842 0.408 -4.447  0.70
60 H 1.724 0.672 -2.199  0.58
61 H -0.616 0.958 -6.158  0.43
62 H -1.285 -0.257 -7.237  0.47
63 H 0.190 -0.619 -6.355  0.40
64 H -2.925 1.055 -4.963  0.37
65 H -3.711 -0.457 -4.471  0.33
66 H -3.450 -0.112 -6.177  0.46
67 H -0.843 -2.722 -5.338  0.36
68 H -2.209 -2.368 -6.399  0.46
69 H -2.491 -2.666 -4.684  0.34
70 I 1.742 -2.742 6.435  0.23
71 C 1.785 -1.423 4.830  -1.27
72 C 2.256 -0.121 4.826  -0.24
73 N 2.067 0.370 3.592  0.06
74 N 1.499 -0.545 2.787  0.84
75 C 1.326 -1.646 3.530  -0.40
76 H 2.707 0.458 5.616  0.55
77 H 2.315 1.280 3.242  0.04
78 H 0.900 -2.544 3.107  0.73
79 O 0.360 -3.363 1.387  -0.56
80 C 1.108 -3.226 0.445  0.20
81 C 1.678 -4.304 -0.441  -0.65
82 C 2.610 -3.568 -1.404  -0.58
83 C 2.473 -2.111 -1.046  0.21
84 O 2.989 -1.166 -1.599  -0.49
85 N 1.605 -1.980 0.045  0.83
86 H 0.857 -4.815 -0.944  0.29
87 H 2.181 -5.049 0.174  0.35
88 H 2.346 -3.704 -2.453  0.31
89 H 3.656 -3.860 -1.306  0.31
90 C 0.901 3.914 4.835  -1.21
91 C -0.168 3.064 4.163  -0.38
92 S 0.125 3.012 2.350  0.23
93 O -0.102 1.551 1.935  -0.64
94 C -1.375 3.895 1.799  -0.59
95 C -2.646 3.095 2.029  -0.97
96 H 0.702 3.968 5.905  0.42
97 H 0.904 4.936 4.454  0.36
98 H 1.905 3.508 4.695  0.29
99 H -1.157 3.481 4.335  0.54
100 H -0.166 2.032 4.511  0.22
101 H -1.223 4.117 0.744  0.27
102 H -1.356 4.838 2.349  0.59
103 H -2.553 2.098 1.600  0.10
104 H -3.480 3.605 1.550  0.45
105 H -2.891 2.996 3.085  0.33

Atoms 1-3, force components in eV/Å:
0.6 0.4 0.0
0.0 -0.1 0.1
0.1 0.0 0.0